1.
The following is a DFT calculation (ωB97M-V/def2-TZVPD) of a structure of composition C41H37BBaBrF4N2O5S2Sb in a non-equilibrium geometry.

Atoms and positions in Å:
H 4.72072 -1.80521 3.14690
H 1.36590 3.78932 2.62050
O -4.54613 2.39818 1.13469
H 3.52471 -3.88601 -2.33144
C 2.67409 3.49197 -3.18564
H 0.17053 -0.86071 5.58295
O -3.35770 3.45361 -0.42237
C -1.89611 3.47253 -3.84960
Br -6.96859 -0.38035 -4.73737
C 0.36193 4.36219 -4.39729
H -1.67005 4.89790 0.37140
C 0.36483 -4.89453 -1.67815
C -0.49321 4.90306 2.26839
C -1.35195 4.24027 1.17418
C -4.90409 0.01795 -2.80910
N -0.98124 2.96934 -3.05911
H -2.29820 -1.62215 -1.76889
C 0.63134 -3.39599 5.23198
F -1.13480 -0.08528 -3.62542
H -5.37272 0.97036 -2.59159
H 5.33931 0.25743 2.42485
C 1.00827 -4.70902 4.99049
C -1.71774 2.22125 2.38942
C 3.15386 1.64083 0.25949
H 0.42627 -3.08295 6.25082
F -0.00074 -0.59936 -1.71568
H 3.06204 -1.70301 3.74331
H 1.41313 2.15128 -2.05551
H -3.01944 3.98123 2.59347
C 1.46666 2.95130 -2.78070
H 1.24165 0.81981 -0.22298
H 0.17025 5.65279 1.83527
C 1.61170 -4.85463 -2.28250
C -2.06457 0.83466 1.81346
H 2.94119 -2.27232 -0.55846
H 0.90119 -0.36657 4.04195
C 2.25134 -0.42244 1.19527
C 2.73211 4.47762 -4.16947
C 0.74589 -2.88552 2.87671
B -0.03098 -0.81069 -3.12832
H 3.03106 2.49416 -0.39559
H 3.59418 3.13430 -2.73825
C -4.77269 -2.04712 -4.02523
C -3.56404 3.03245 0.75214
C 1.57040 4.91110 -4.79346
C 0.17544 -1.04161 4.50690
H -3.09715 -3.26722 -3.45064
C -1.30754 -4.10572 0.02164
H -0.37655 -5.60430 -2.03055
H -5.15037 -2.71171 -4.79014
C 1.27178 -5.11336 3.69228
N -3.80499 -0.27472 -2.12611
C 3.43098 -0.58537 1.93886
C 4.43382 0.37897 1.83835
H 1.32408 -4.53312 1.63736
C 0.28500 3.40342 -3.36600
O -0.48241 3.22284 0.67671
C -2.49479 3.43411 1.80901
C 0.03645 -4.01481 -0.65350
H -1.19167 -4.49497 1.03749
C 1.12140 -4.20656 2.65061
C 2.22422 -3.03070 -0.85300
C 3.67321 -1.76469 2.84243
H 0.13193 3.49791 3.86465
H -0.80089 -0.77996 4.09458
Sb 0.34332 -1.53598 1.16797
C -0.28335 2.55883 1.92703
Ba -2.31868 1.79094 -1.27697
C -3.64456 -2.35069 -3.28176
O -2.15569 -0.10341 2.61560
C 0.97906 -3.06526 -0.24038
H -1.10385 5.38822 3.03092
C 2.14811 0.69145 0.35925
C -3.19657 -1.43241 -2.34302
S -3.51770 3.07483 -3.85435
H 5.09759 2.22230 0.96040
H 1.84803 -5.53914 -3.08848
O -2.08466 0.73005 0.55083
C 0.29584 3.68342 2.80323
H 3.41709 -2.69506 2.33968
H -1.98412 -4.76249 -0.52560
H 1.10171 -5.41037 5.81201
H 1.58978 -6.12973 3.48875
H -1.78652 2.14404 3.47335
C 0.51440 -2.47160 4.19718
C 4.30157 1.48887 1.01829
F 1.15294 -0.35164 -3.69449
H 0.36100 1.69223 1.81316
H 3.69091 4.89256 -4.45741
C -5.40897 -0.84404 -3.76426
F -0.22780 -2.17408 -3.39011
S -1.23879 4.65364 -5.02109
H -1.77181 -3.12028 0.10750
C 2.54985 -3.92816 -1.86023
H 1.60042 5.65149 -5.58348

Computed properties:
lowest unoccupied orbital energy: 0.14124 Eh
HOMO: -2.431 eV
2S+1: 1
Kohn-Sham gap: 0.23059 Ha
M: 1127.69 g mol⁻¹
net charge: -2



2.
The following is a DFT calculation (ωB97M-V/def2-TZVPD) of a structure of composition C54H40I2N7O6S3Sc.

Atoms and positions in Å:
C -2.04894 5.56458 0.45928
C 0.58308 0.59476 3.96623
H -2.54200 -0.34999 0.69580
H -2.07234 5.33508 1.51674
C 3.33789 0.97572 3.97576
C -1.09820 2.65606 0.86806
H -4.49192 0.18858 1.67185
H 3.37880 -1.97408 -0.59711
H -7.05080 0.31064 2.16772
C -4.89246 2.93876 2.90679
Sc 0.68192 -0.31791 0.00943
C -1.52331 -5.41972 -0.18012
N -1.15202 -1.76043 0.19391
C 1.78289 -3.95208 -3.67253
C -6.06179 3.16627 0.82461
H 3.88563 -1.32541 -3.42754
C 2.38188 3.89277 0.93072
S 5.72375 -3.03733 -0.53249
H -0.34939 -3.87616 -3.52108
H 0.91050 3.57416 -2.54779
C -2.14028 4.82968 -1.82310
C 2.74252 0.27178 2.94326
H 4.51210 1.83069 -0.10401
H -3.94845 -4.39451 0.46184
C 2.65224 -2.77772 -0.56515
C -2.37500 -1.40523 0.51280
C 1.35301 0.08878 2.92103
N 3.10654 0.36014 0.51154
N 1.73598 -0.00955 -2.49235
S -6.14350 -2.91209 0.88469
C 0.47413 -3.42131 -0.32215
H 0.57071 1.70733 5.79744
H 2.79206 3.91108 1.93204
C -7.21250 -1.72330 1.48166
H 4.41305 1.11218 3.98569
C 3.12672 -4.03762 -0.71923
H -1.97504 6.36360 -3.31233
H 0.40338 5.59507 -1.20839
S 1.82227 -5.69726 -3.55051
H -0.38829 -1.43242 -3.09787
C -1.98958 6.14423 -2.25222
C 2.19203 -5.17995 -0.78438
H -2.75434 2.83756 2.78599
N 1.37072 -2.38814 -0.37225
H 4.57689 -0.21449 1.95300
C 0.54661 -1.94020 -3.29783
H -7.02435 3.09521 2.74383
C 5.19379 -5.40527 -1.31408
C 4.55920 -4.27358 -0.88175
H 3.26571 -1.37342 1.67902
C 3.61980 1.75387 0.52479
C -0.87919 -3.07474 -0.02469
C -1.87241 -4.06054 0.05280
H 8.05123 -3.67038 -0.93474
C -0.23084 -5.73977 -0.44755
N -0.55083 1.55729 0.26126
N -2.30903 2.12042 -1.02632
C -4.85359 3.15561 0.15120
I -1.46305 0.23647 3.97930
C -3.17105 -3.64262 0.38453
O 2.83868 -6.21414 -4.41359
O -0.70116 3.22102 1.85687
H -1.77479 7.66248 0.76089
H 0.04468 -6.76975 -0.63920
O 2.33770 -5.97592 -2.09101
N 2.12261 2.70800 -1.12721
H -2.22123 4.04121 -2.55965
C -3.44579 -2.31943 0.63087
H 7.27656 -6.05619 -1.69471
H -1.72560 8.18862 -1.65942
H -8.26198 -1.94326 1.59083
C 2.55175 1.49969 4.99494
O 0.84150 -0.56927 1.90259
I 3.44260 2.59130 6.53043
C -6.08222 3.06763 2.21107
H 0.89388 0.52356 -2.67362
O 0.47709 -6.17967 -3.65782
C -6.56247 -0.56572 1.77169
H -4.84696 3.27240 -0.92762
C 6.61150 -5.26944 -1.36926
C -3.67685 2.92288 2.23010
C 2.64623 2.81607 0.09284
C 2.96963 -3.23604 -3.73984
C 2.95310 -1.87670 -3.47968
C 0.56648 -3.29984 -3.52310
H 4.66286 -6.29195 -1.62438
C 1.56888 4.91282 0.47177
C 3.49960 -0.31272 1.78397
C 1.17807 1.30657 4.99785
H 3.93866 1.98639 1.53934
H 1.33706 5.75979 1.10430
C 0.79026 -4.75592 -0.51456
C -2.35528 3.10617 0.04440
C 1.04228 4.82170 -0.80573
H -2.29383 -6.17843 -0.13964
H 3.90527 -3.75635 -3.90264
H 2.54873 0.57933 -2.60924
H 2.50026 -5.99891 -0.13086
C 1.75147 -1.25466 -3.15155
C -1.87689 6.86961 0.03090
C -1.84989 7.16591 -1.32781
C -4.78788 -1.85577 1.00828
O -0.87396 0.38488 -1.62893
H -4.89929 2.85625 3.98633
H -6.98729 3.26141 0.27153
C -5.16955 -0.63699 1.49686
C -2.17008 4.53148 -0.46794
C -1.24426 1.31180 -0.87380
C -3.65131 3.03511 0.84670
C 7.04073 -4.04144 -0.98623
H 3.58080 -0.13019 -0.23833
C 1.33408 3.69391 -1.55450
H -2.97699 2.00952 -1.76853

Computed properties:
lowest unoccupied orbital energy: -0.01267 Eh
HOMO: -7.083 eV
2S+1: 1
Kohn-Sham gap: 0.24762 Ha
M: 1277.92 g mol⁻¹



3.
The following is a DFT calculation (ωB97M-V/def2-TZVPD) of a structure of composition C17H33BrN4O2SiTc.

Atoms and positions in Å:
H -0.51854 -1.92385 -2.05577
H -2.63819 0.32697 -1.30167
H -3.74895 5.10260 1.53747
C -1.64526 2.72903 0.33017
C -3.20079 4.50127 0.82577
H 1.93434 1.47577 1.46836
C -2.34560 3.50574 1.25571
C -2.93476 -3.62991 -0.47899
C 2.61326 0.63044 1.56638
H -3.47031 -1.34329 1.73286
C -2.39970 -1.38010 1.50559
N 1.15525 -0.04294 -2.10912
O -0.51370 1.53143 2.03616
H 3.22082 -2.56846 1.52234
H 4.30619 -0.95931 -0.82271
H -2.01183 -0.38723 1.73353
Si -2.27482 -1.90591 -0.28071
C -0.42382 -2.14321 -0.98831
H 0.48947 0.72670 -2.19351
C -3.07651 -0.66720 -1.40873
C 3.39134 -2.40226 0.46381
C 2.04766 -0.33313 2.58845
H -3.98908 -3.64753 -0.18840
Tc 0.74961 -0.80271 -0.09446
N 0.75222 -0.87811 2.08067
C 2.93135 1.03482 -0.84026
H -2.21524 3.31948 2.31298
H -2.87346 -3.98039 -1.51119
C 2.54607 0.47962 -2.19454
H -4.13707 -0.58058 -1.15698
H 0.52885 -1.75902 2.53446
H 3.96386 1.38777 -0.82767
H -3.01615 -0.97133 -2.45598
C -0.75068 1.68797 0.85230
C 3.86575 -0.99476 0.17220
C -3.35242 4.72806 -0.53746
H -0.23032 -3.21399 -0.89571
H 2.63798 1.24947 -2.95994
H 4.63956 -0.67892 0.87243
H 2.27510 -2.77233 -1.22195
H 3.58953 1.01011 1.87312
H 1.65119 -3.42920 0.10325
C -2.65683 3.96664 -1.47146
C -1.80658 2.97059 -1.03489
N 2.73032 -0.01770 0.21106
H -2.41002 -4.34406 0.15994
H -2.78690 4.16061 -2.52699
H -1.97269 -2.11241 2.19624
H 0.04041 -0.20154 2.35333
H 0.97239 -0.66600 -2.88869
H 3.19582 -0.34390 -2.48923
O -0.19292 0.89387 -0.09192
H 2.73136 -1.15169 2.79301
H 1.89114 0.19564 3.52795
H -1.26688 2.38062 -1.76319
H 4.13147 -3.13287 0.13835
N 2.10208 -2.58414 -0.23689
Br -4.50877 6.07837 -1.12850
H 2.28439 1.87639 -0.59209

Computed properties:
lowest unoccupied orbital energy (spin up / spin down): -0.27832 / -0.27513 Eh
HOMO (spin up / spin down): -13.643 / -13.644 eV
2S+1: 2
Kohn-Sham gap (spin up / spin down): 0.22305 / 0.22629 Ha
M: 531.47 g mol⁻¹
expectation value of S²: 0.76
net charge: +2



4.
The following is a DFT calculation (ωB97M-V/def2-TZVPD) of an isolated molecule of C2H4NPS in a non-equilibrium geometry.

Atoms and positions in Å:
P 2.33689 -0.60855 0.14724
H -0.77813 1.32564 0.86151
N 0.98520 -1.22845 0.17765
C -0.39162 0.85239 -0.05530
C -0.36121 -0.73254 0.02689
H -0.85272 -1.26482 -0.95295
H -0.98100 -1.05850 0.93794
S 1.25677 1.65307 -0.31713
H -1.21418 1.06176 -0.82587

Computed properties:
lowest unoccupied orbital energy: -0.01694 Eh
HOMO: -8.413 eV
2S+1: 1
Kohn-Sham gap: 0.29223 Ha
M: 105.10 g mol⁻¹